(1)
A molecular structure, C26H28CuN4O3PS2 in a non-equilibrium geometry, computed with ωB97M-V with the def2-TZVPD basis set.

LUMO energy = -0.456 eV
Maximum force = 3.1 eV Å⁻¹
HOMO-LUMO gap = 6.62 eV

```
! RIJCOSX wB97M-V def2-TZVPD def2/J DEFGRID3
* xyz 0 1
Cu 9.356 22.236 6.313
C 10.817 9.625 6.584
O 9.673 9.983 5.754
C 9.610 11.247 5.286
C 10.653 11.829 4.510
C 10.525 13.137 4.156
C 9.424 13.893 4.541
C 8.242 13.243 5.006
C 8.347 11.889 5.304
C 9.427 15.335 4.568
N 8.362 16.099 4.852
C 8.849 17.372 4.770
C 10.222 17.420 4.470
N 10.578 16.067 4.361
C 10.955 18.648 4.457
C 12.392 18.788 4.350
C 12.940 19.971 4.812
C 12.102 21.077 5.209
N 10.794 20.955 5.261
C 10.211 19.777 4.892
C 8.804 19.704 5.211
N 8.256 20.796 5.793
C 6.934 20.766 6.041
C 6.202 19.614 6.005
C 6.839 18.431 5.678
C 8.117 18.489 5.106
H 10.450 9.150 7.465
H 11.354 10.509 6.904
H 11.519 9.023 6.018
H 11.602 11.285 4.339
H 11.342 13.628 3.562
H 7.348 13.815 5.173
H 7.480 11.385 5.767
H 11.393 15.679 3.884
H 13.067 17.964 4.063
H 13.983 20.185 4.761
H 12.583 22.041 5.444
H 6.502 21.762 6.443
H 5.206 19.594 6.300
H 6.346 17.461 5.759
C 12.902 23.052 10.024
C 12.152 24.367 9.818
C 12.435 25.043 8.485
O 10.699 24.172 9.881
P 9.747 23.230 9.000
S 9.337 24.186 7.265
S 10.318 21.346 8.848
O 8.399 23.442 9.898
C 7.823 22.534 10.914
C 6.963 21.476 10.235
C 8.840 22.028 11.919
H 13.961 23.333 10.042
H 12.683 22.302 9.220
H 12.601 22.520 10.973
H 12.383 25.093 10.677
H 12.022 24.525 7.623
H 13.522 25.149 8.365
H 12.035 26.081 8.545
H 7.212 23.228 11.473
H 7.611 20.654 9.894
H 6.397 21.906 9.358
H 6.199 21.141 10.998
H 9.521 21.446 11.283
H 8.379 21.330 12.615
H 9.366 22.863 12.440
*
```



(2)
A molecular structure, C26H28IMnN2O4, computed with ωB97M-V with the def2-TZVPD basis set.

LUMO energy (spin up / spin down) = -3.393 / -3.406 eV
Maximum force = 0.2 eV Å⁻¹
HOMO-LUMO gap (spin up / spin down) = 7.40 / 6.84 eV
<S²> = 3.7806
Energy above the lowest of the compared OMol25 structures with the same formula, charge and spin = 0.00 kcal per mole

```
! RIJCOSX wB97M-V def2-TZVPD def2/J DEFGRID3
* xyz 1 4
Mn 1.142 1.590 0.685
C -2.115 3.690 1.394
C -2.656 2.299 1.472
N -3.956 2.114 1.473
C -4.462 0.873 1.603
C -3.683 -0.247 1.732
C -4.262 -1.611 1.988
O -3.564 -2.632 1.273
C -2.286 -0.078 1.638
C -1.412 -1.217 1.834
N -0.375 -1.518 1.120
C 0.530 -2.526 1.619
C 0.141 -3.855 1.577
C 1.003 -4.838 2.036
C 2.249 -4.485 2.528
C 2.625 -3.152 2.601
C 1.759 -2.161 2.160
I 2.326 -0.173 2.543
C -1.736 1.208 1.560
O -0.452 1.423 1.666
H -2.937 4.388 1.261
H -1.399 3.782 0.577
H -1.578 3.937 2.313
H -5.543 0.798 1.620
H -5.329 -1.622 1.764
H -4.150 -1.875 3.042
H -3.820 -2.581 0.345
H -1.568 -1.861 2.695
H -0.836 -4.107 1.184
H 0.701 -5.876 2.003
H 2.932 -5.248 2.877
H 3.584 -2.882 3.022
C 4.740 2.071 -1.463
C 3.282 2.249 -1.160
O 2.871 1.665 -0.113
C 2.435 3.022 -2.002
C 2.968 3.636 -3.171
C 2.190 4.381 -4.003
C 0.822 4.549 -3.695
C 0.269 3.980 -2.586
C 1.054 3.197 -1.699
O 0.462 2.686 -0.665
H 5.191 1.453 -0.691
H 5.245 3.036 -1.493
H 4.879 1.596 -2.434
H 4.016 3.508 -3.403
H 2.611 4.839 -4.886
H 0.199 5.143 -4.352
H -0.777 4.109 -2.345
C -1.618 -2.415 -1.508
C -0.226 -1.802 -1.421
C 0.880 -2.836 -1.611
C -0.066 -0.901 -0.189
H -1.752 -2.911 -2.469
H -2.391 -1.648 -1.415
H -1.772 -3.161 -0.726
H -0.130 -1.080 -2.240
H 0.788 -3.677 -0.926
H 1.869 -2.393 -1.473
H 0.836 -3.235 -2.624
H -0.726 -0.044 -0.295
H 0.978 -0.571 -0.143
*
```



(3)
A molecular structure, C26H28IN5O5S2Ti in a non-equilibrium geometry, computed with ωB97M-V with the def2-TZVPD basis set.

LUMO energy (spin up / spin down) = -3.271 / -3.328 eV
Maximum force = 1.6 eV Å⁻¹
HOMO-LUMO gap (spin up / spin down) = 7.70 / 8.07 eV
<S²> = 0.7541
Energy above the lowest of the compared OMol25 structures with the same formula, charge and spin = 7.68 kcal per mole

```
! RIJCOSX wB97M-V def2-TZVPD def2/J DEFGRID3
* xyz 1 2
Ti -0.742 -0.108 0.219
C 1.547 3.046 -1.913
C 0.472 3.463 -0.951
N 0.436 4.720 -0.558
C -0.513 5.121 0.307
C -1.460 4.287 0.846
C -2.472 4.838 1.820
O -2.574 4.058 3.010
C -1.427 2.935 0.470
C -2.457 2.010 1.011
N -2.420 0.742 0.857
C -3.573 -0.071 1.165
C -4.053 -0.220 2.450
C -5.180 -1.009 2.660
C -5.816 -1.616 1.590
C -5.352 -1.437 0.289
C -4.224 -0.669 0.079
I -3.473 -0.345 -1.847
C -0.461 2.531 -0.454
O -0.410 1.255 -0.899
H 1.694 3.833 -2.650
H 1.310 2.110 -2.411
H 2.491 2.911 -1.379
H -0.497 6.171 0.580
H -3.467 4.839 1.377
H -2.222 5.875 2.049
H -1.765 4.167 3.520
H -3.321 2.434 1.515
H -3.542 0.262 3.274
H -5.562 -1.139 3.665
H -6.687 -2.236 1.762
H -5.873 -1.883 -0.546
C 0.079 -1.572 -4.017
C 0.282 -2.930 -3.370
N -0.632 -3.071 -2.213
C -0.345 -3.193 -0.914
S -1.492 -2.554 0.239
N 0.709 -3.839 -0.451
C 1.701 -4.676 -1.144
C 3.065 -4.012 -1.232
H 0.799 -1.433 -4.824
H 0.230 -0.780 -3.286
H -0.923 -1.486 -4.443
H 1.301 -3.022 -3.025
H 0.072 -3.728 -4.082
H -1.564 -2.712 -2.368
H 0.834 -3.723 0.546
H 1.310 -4.942 -2.120
H 1.775 -5.597 -0.568
H 3.027 -3.081 -1.802
H 3.775 -4.687 -1.714
H 3.447 -3.780 -0.235
O 2.006 -0.607 -1.497
C 2.106 -0.531 -0.300
N 1.133 -0.985 0.621
S 1.319 -0.242 2.053
O 1.206 -1.095 3.186
O 0.277 0.837 1.938
C 2.955 0.297 1.777
C 3.874 0.773 2.690
C 5.154 1.021 2.213
C 5.487 0.776 0.882
C 4.543 0.285 -0.016
C 3.267 0.055 0.450
H 3.616 0.939 3.728
H 5.908 1.396 2.892
H 6.502 0.954 0.548
H 4.794 0.071 -1.047
*
```